No. 1
Entry from OMol25: 2 unconnected molecules or ions with the total composition C2H3BrN4 (the ωB97M-V functional and the def2-TZVPD basis).

Last column: Löwdin charge in e.
CARTESIAN COORDINATES (ANGSTROEM)
C 1.599 2.251 0.247  -0.36
C 0.629 0.067 0.141  -0.60
N 1.617 3.394 0.465  0.21
N 0.775 -1.159 -0.205  0.15
N -0.533 0.438 0.724  0.15
N 1.565 1.032 -0.093  0.09
Br 3.977 -0.412 0.073  0.18
H 1.650 -1.418 -0.640  -0.03
H -1.238 -0.266 0.845  0.11
H -0.684 1.368 1.066  0.10

The total energy comes out at -78121.277 eV. Its HOMO-LUMO gap (spin up / spin down) is 5.1716 / 4.6900 eV.

***

No. 2
Entry from OMol25: a single C6H10N2O molecule (the ωB97M-V functional and the def2-TZVPD basis).

Last column: Löwdin charge in e.
CARTESIAN COORDINATES (ANGSTROEM)
C 2.735 -0.224 -0.070  -0.03
C 1.855 -1.175 0.194  -0.23
C 0.618 -0.947 -0.505  -0.25
C -1.142 0.192 0.982  -0.19
C -1.501 1.208 -0.001  -0.16
C -0.822 2.365 -0.364  0.04
H 3.957 0.159 0.307  0.15
H 2.044 0.617 -0.648  0.09
H 2.139 -2.197 0.566  0.12
H 0.653 -0.101 -1.111  0.07
H 0.268 -1.980 -0.977  0.15
H -1.912 -0.191 1.572  0.08
H -0.292 0.308 1.791  0.16
H -2.617 0.997 -0.401  0.15
H 0.170 2.581 0.049  0.07
H -1.230 2.919 -1.093  0.00
N -0.619 -1.052 0.296  -0.13
N -1.552 -1.851 -0.410  -0.04
O -2.750 -1.630 -0.177  -0.05

The total energy comes out at -11404.755 eV. As for the SMILES: C=CCN(CC=C)N=O. Its HOMO-LUMO gap is 9.8946 eV.

***

No. 3
Entry from OMol25: a molecular structure, C23H19Br2N4O5STa (the ωB97M-V functional and the def2-TZVPD basis).

Last column: Löwdin charge in e.
CARTESIAN COORDINATES (ANGSTROEM)
Ta -2.034 -0.701 0.502  1.56
Br -3.683 0.358 2.513  0.73
C -5.526 -0.439 2.615  -0.91
Br -6.230 -1.004 0.963  0.74
H -6.092 0.395 3.012  0.02
H -5.412 -1.260 3.310  0.02
O -2.118 2.888 -1.288  0.24
C -2.386 1.846 -0.818  -0.44
O -1.650 1.158 0.110  -0.22
C -3.614 0.975 -1.234  -0.41
O -4.544 1.324 -1.849  0.26
O -3.400 -0.319 -0.741  -0.27
C 1.083 -3.029 -1.485  0.01
C 0.093 -2.604 -0.637  -0.11
N -0.663 -1.516 -0.932  -0.11
C -0.421 -0.831 -2.064  -0.05
C 0.590 -1.173 -2.945  -0.17
C 1.329 -2.314 -2.654  0.06
C 0.831 -0.371 -4.159  -0.02
C 0.968 0.953 -4.235  0.00
C 1.004 1.971 -3.165  -0.25
C 1.077 3.309 -3.526  0.02
C 1.151 4.245 -2.505  -0.08
N 1.162 3.890 -1.225  0.12
C 1.082 2.590 -0.985  -0.21
N 1.000 1.604 -1.871  0.13
H 1.653 -3.912 -1.236  0.13
H -0.137 -3.127 0.281  0.10
H -1.050 0.020 -2.281  0.12
H 2.110 -2.636 -3.331  0.14
H 0.914 -0.940 -5.078  0.13
H 1.117 1.363 -5.227  0.12
H 1.084 3.610 -4.564  0.12
H 1.208 5.306 -2.720  0.13
H 1.085 2.303 0.063  0.10
S -2.913 -2.906 1.182  0.61
C -1.949 -3.030 2.570  -0.76
N -1.288 -3.100 3.511  0.13
C -0.081 -0.252 4.151  0.03
C 0.331 -0.360 2.737  -0.25
O -0.602 -0.494 1.857  -0.24
C 1.685 -0.330 2.295  -0.14
C 1.987 -0.145 0.930  -0.01
C 3.299 -0.094 0.521  -0.03
C 4.321 -0.251 1.457  0.00
C 4.039 -0.443 2.806  -0.02
C 2.728 -0.464 3.232  0.03
H -1.111 0.086 4.225  0.08
H 0.580 0.401 4.713  0.11
H -0.046 -1.259 4.584  0.11
H 1.200 0.014 0.204  0.08
H 3.534 0.085 -0.520  0.12
H 5.353 -0.213 1.131  0.13
H 4.842 -0.563 3.519  0.13
H 2.510 -0.613 4.281  0.13

The net charge is +2. The total energy comes out at -192816.264 eV. Its HOMO-LUMO gap is 6.4407 eV.